{"formula": "C4H7F2N2", "method": "ωB97M-V/def2-TZVPD", "symbols": ["F", "F", "N", "N", "C", "C", "C", "C", "H", "H", "H", "H", "H", "H", "H"], "coordinates": [[-0.34854, 3.12702, -0.89034], [-1.67677, 2.03105, 0.32082], [0.12937, -0.68080, 0.33156], [-0.94080, -1.30495, 0.23987], [-1.11660, -2.62735, -0.44472], [1.99812, 1.00513, 0.85977], [-1.02130, 2.07429, -0.80112], [0.90541, 0.15755, 0.59636], [-2.21194, -2.64160, -0.39700], [-0.60096, -2.70562, -1.36017], [1.72904, 1.90014, 1.43387], [2.60308, 0.43111, 1.44010], [2.32382, 1.38407, -0.16719], [-0.72645, -3.32881, 0.30385], [-1.04547, 1.17879, -1.46564]], "atomic_forces_ev_per_a": [[1.3, 1.6, -1.1], [-0.5, -0.3, 0.0], [0.6, 0.3, 0.2], [-0.8, -0.5, -0.1], [-0.4, 1.5, 2.8], [-1.1, 2.9, -2.4], [-0.7, -2.9, 0.9], [-2.1, -0.7, -1.0], [0.4, -0.7, -0.8], [0.3, -0.1, -1.2], [-0.3, -0.3, 0.0], [2.8, -1.3, 1.3], [0.4, -0.7, 1.5], [-0.1, -0.3, -0.4], [0.1, 1.4, 0.3]], "e_homo_ev": [-14.19, -11.81], "gap_ev": [10.2, 4.8], "total_charge": 1}

---

{"formula": "C40H46BeN7O2", "method": "ωB97M-V/def2-TZVPD", "symbols": ["O", "O", "N", "N", "N", "N", "N", "N", "N", "C", "C", "C", "C", "C", "C", "C", "C", "C", "C", "C", "C", "C", "C", "C", "C", "C", "C", "C", "C", "C", "C", "C", "C", "C", "C", "C", "C", "C", "C", "C", "C", "C", "C", "C", "C", "C", "C", "C", "C", "Be", "H", "H", "H", "H", "H", "H", "H", "H", "H", "H", "H", "H", "H", "H", "H", "H", "H", "H", "H", "H", "H", "H", "H", "H", "H", "H", "H", "H", "H", "H", "H", "H", "H", "H", "H", "H", "H", "H", "H", "H", "H", "H", "H", "H", "H", "H"], "coordinates": [[18.39049, 11.52762, -20.78304], [9.35563, 13.27640, -21.02536], [3.53363, 8.55670, -21.74397], [12.88153, 4.20066, -18.75680], [2.72401, 13.85433, -25.12537], [4.59933, 18.68297, -21.72679], [5.31917, 15.86116, -15.65390], [10.72692, 10.98243, -10.65499], [11.45298, 13.10198, -30.34711], [4.63560, 7.82715, -22.06882], [11.90107, 11.50962, -12.71375], [4.67140, 17.39878, -13.86440], [3.65970, 13.89897, -26.06928], [4.39654, 16.53703, -14.93552], [17.40813, 10.92863, -20.30269], [13.20310, 11.12447, -10.66967], [12.05700, 5.92502, -17.28843], [3.71090, 20.89809, -22.21328], [10.74740, 11.34315, -11.98416], [3.57139, 19.58906, -21.68202], [10.65320, 13.07723, -21.54324], [2.46375, 7.81541, -21.41598], [12.48531, 4.91912, -19.85996], [7.00486, 16.81103, -14.13154], [13.14574, 11.46009, -12.04219], [5.84155, 20.41908, -22.93006], [1.98624, 13.88239, -27.79257], [11.77005, 6.69625, -18.37743], [0.98370, 13.80135, -26.86940], [12.35291, 12.31295, -30.97576], [14.00673, 12.57674, -29.25204], [11.83933, 13.47658, -29.12140], [4.80824, 21.25592, -22.92454], [3.31517, 13.94145, -27.43316], [16.67036, 9.91199, -21.05727], [13.63020, 12.06895, -30.52346], [11.92491, 6.16778, -19.65534], [1.44550, 13.76215, -25.52827], [5.96783, 17.45673, -13.43522], [12.68779, 4.67544, -17.46596], [6.58814, 15.99424, -15.23274], [5.76970, 19.15744, -22.36134], [11.75425, 13.56028, -20.63887], [13.02483, 13.25450, -28.46804], [11.94739, 10.83546, -10.04059], [4.69504, 6.42093, -21.87332], [3.51821, 5.69408, -21.73357], [17.00063, 11.20390, -18.89568], [2.34843, 6.39628, -21.44927], [4.02940, 13.41142, -20.02399], [10.62477, 13.55771, -22.52121], [3.86497, 17.58410, -13.17033], [1.58320, 8.39073, -21.17094], [4.69959, 13.86905, -25.77921], [3.34549, 16.41875, -15.15392], [12.54526, 4.57300, -20.88124], [1.74008, 13.76718, -28.83781], [-0.05422, 13.62512, -27.11038], [12.04773, 10.53218, -9.00892], [6.80531, 20.72248, -23.31150], [8.04966, 16.88445, -13.86811], [16.48196, 10.31385, -18.53948], [15.67957, 10.28177, -21.32127], [14.28704, 11.43210, -31.09740], [12.13248, 11.77643, -31.88677], [10.96666, 12.04809, -21.71849], [11.71384, 11.76917, -13.74524], [11.20012, 14.21780, -28.66488], [12.69966, 13.75454, -21.14539], [17.84030, 11.40690, -18.23097], [11.35845, 7.68785, -18.26032], [2.69630, 19.22156, -21.16669], [13.23110, 13.49252, -27.43498], [0.70459, 13.81872, -24.74453], [5.64990, 5.97835, -22.11572], [1.35364, 5.98882, -21.34551], [12.04576, 6.34220, -16.29231], [6.35525, 17.98754, -12.57817], [11.90696, 12.85722, -19.82003], [16.37929, 9.04985, -20.45720], [13.10971, 4.14260, -16.62664], [11.55798, 6.75517, -20.48404], [14.09845, 11.14986, -10.06625], [7.35133, 15.50223, -15.81744], [3.00824, 21.69937, -22.03824], [9.77870, 11.41162, -12.45674], [5.50793, 8.42415, -22.29027], [15.02315, 12.40082, -28.93214], [16.34686, 12.07536, -18.93094], [14.07598, 11.60886, -12.57031], [6.68125, 18.58873, -22.25162], [4.11187, 14.03356, -28.15647], [3.58678, 4.61688, -21.69714], [17.16280, 9.53129, -21.95208], [4.87841, 22.22875, -23.38830], [11.44686, 14.52615, -20.23802]], "atomic_forces_ev_per_a": [[-2.2, -1.2, 0.7], [2.7, -1.0, -1.4], [0.4, -1.6, -0.3], [-0.1, 0.2, 0.5], [-0.6, -0.4, -0.2], [1.2, 2.0, -1.5], [-0.1, 0.6, 1.0], [2.0, -0.1, -0.3], [1.3, -1.1, 0.0], [-1.1, -0.5, 1.9], [0.4, 0.4, 0.8], [-0.3, -2.1, 0.2], [-0.9, 0.0, -1.3], [0.5, 0.3, 0.1], [3.7, 1.7, -0.7], [-2.5, 0.3, -1.1], [1.7, -0.8, 0.9], [-1.7, -0.7, 0.8], [0.3, -1.1, 2.3], [2.3, -0.2, -0.5], [-1.9, 1.8, 2.4], [-0.3, -0.5, -0.4], [-0.4, 0.3, 3.1], [-2.1, -1.0, -1.6], [-0.2, -0.5, 0.6], [2.9, -2.3, -0.3], [0.0, -0.5, -1.5], [-0.6, -0.2, -0.7], [1.1, -0.7, 2.1], [-0.2, 0.0, 0.1], [-1.1, -0.2, -0.4], [-1.1, 1.7, -0.1], [-1.0, 1.6, 0.0], [0.8, 0.2, 1.2], [-1.1, -1.2, -0.6], [0.3, 0.7, 1.9], [-0.3, 0.5, -0.1], [-0.4, 1.1, -0.4], [2.8, 0.2, 0.0], [-0.5, 1.0, -3.6], [0.3, 1.4, 0.8], [-2.6, 0.0, 1.8], [0.0, 0.8, 0.5], [2.3, -1.9, -1.7], [0.2, 1.0, -1.9], [0.1, 1.7, -1.8], [0.0, 0.2, 1.1], [-0.4, -0.4, 0.2], [0.9, 1.7, -0.6], [0.1, 0.0, -0.1], [-0.2, -0.1, -0.9], [-0.2, 0.9, -0.3], [-0.2, 0.1, 0.1], [0.1, 0.2, 0.2], [0.0, -0.3, -0.5], [0.5, -0.7, 0.2], [0.0, 0.4, -0.2], [0.0, 0.3, 0.0], [-0.8, -0.1, 0.2], [0.0, 0.0, -0.3], [-0.1, 0.0, 0.1], [-0.3, 0.3, 0.3], [-0.1, 0.4, -0.3], [0.2, 0.2, 0.0], [-0.8, 0.5, -0.3], [-0.8, -1.1, -0.7], [0.8, 0.0, -0.2], [-0.6, -0.2, 0.3], [-0.1, -0.4, -0.3], [0.0, 0.1, -0.3], [0.0, 0.1, 0.1], [-0.2, 0.3, 0.0], [-0.2, 0.4, -0.1], [0.0, -0.3, 0.3], [0.0, -0.4, 0.2], [0.2, -0.3, 0.2], [-0.4, 0.0, 0.1], [-0.7, 0.3, 0.4], [0.1, 0.1, 0.0], [0.4, -0.1, 0.3], [-0.1, -0.4, -0.2], [0.2, 0.0, -0.3], [0.1, -0.2, -0.3], [0.0, -0.3, -0.1], [-0.7, -0.4, 0.0], [-0.1, 0.1, 0.0], [0.2, -0.2, -0.2], [0.0, 0.0, 0.4], [-0.2, 0.0, 0.3], [0.0, 0.2, -0.2], [-0.2, -0.5, -0.1], [-0.1, -0.1, -0.2], [-0.3, -0.1, -0.2], [0.1, 0.4, 0.1], [0.0, 0.1, 0.1], [0.0, 0.0, 0.3]], "e_homo_ev": -10.98, "gap_ev": 1.7, "total_charge": 1}

---

The calculation returns the following relative energy (zero: lowest compared OMol25 entry of this formula, charge and spin) values, one per record and in order: 606.85; 752.54 kJ/mol.
The calculation returns the following max |F| values, one per record and in order: 3.9; 4.1 eV Å⁻¹.